P | This record from the OMol25 dataset describes a cluster of 2 separate species, C3H12N2O in total. The level of theory is ωB97M-V/def2-TZVPD.

Cartesian coordinates (Å):
C1 -0.159 1.023 -1.652
C2 -0.482 0.314 -0.336
N1 0.206 -0.941 -0.166
C3 1.664 -0.744 -0.004
N2 2.048 -0.185 1.307
H1 0.449 0.254 -2.232
H2 0.519 1.779 -1.424
H3 -0.942 1.465 -2.258
H4 -0.397 0.950 0.571
H5 -1.669 0.187 -0.266
H6 -0.281 -1.658 0.410
H7 1.821 -0.059 -0.910
H8 2.198 -1.732 -0.146
H9 2.072 0.869 1.185
H10 1.524 -0.506 2.136
O1 -2.689 -0.584 1.577
H11 -3.237 -0.851 0.710
H12 -2.646 0.419 1.498

The highest occupied orbital energy is -8.360 eV. As for the structure (SMILES): CCNCN.O. The multiplicity is 1. The frontier orbital gap comes out at 9.0 eV.


Q | This record from the OMol25 dataset describes a cluster of 2 separate species, C3H12N2O in total. The level of theory is ωB97M-V/def2-TZVPD.

Cartesian coordinates (Å):
C1 -0.385 0.330 2.237
N1 -0.867 0.115 0.935
C2 -0.114 -0.846 0.153
C3 -0.679 -1.004 -1.270
N2 -0.497 0.266 -1.990
H1 -0.538 1.385 2.490
H2 -0.489 -0.350 2.980
H3 0.818 0.179 2.129
H4 -1.789 -0.239 0.995
H5 -0.066 -1.842 0.585
H6 0.865 -0.383 -0.070
H7 -1.704 -1.376 -1.312
H8 -0.305 -1.982 -1.751
H9 -1.165 0.899 -1.475
H10 -1.062 0.212 -2.827
O1 2.953 1.817 -0.383
H11 2.844 0.787 -0.346
H12 2.180 2.034 -1.080

The highest occupied orbital energy is -9.213 eV. As for the structure (SMILES): CNCCN.O. The multiplicity is 1. The frontier orbital gap comes out at 10.1 eV.


R | This record from the OMol25 dataset describes a cluster of 2 separate species, C3H12N2O in total. The level of theory is ωB97M-V/def2-TZVPD.

Cartesian coordinates (Å):
N1 0.534 0.730 -2.513
C1 0.388 -0.618 -1.882
C2 -0.449 -0.611 -0.598
C3 -0.806 -2.033 -0.048
N2 -2.233 -2.148 0.286
H1 0.335 1.601 -1.960
H2 1.286 0.604 -3.106
H3 -0.205 -1.295 -2.476
H4 1.356 -1.023 -1.814
H5 -1.438 -0.138 -1.004
H6 -0.049 0.028 0.008
H7 -0.749 -2.693 -0.848
H8 -0.172 -2.292 0.805
H9 -2.486 -1.607 1.039
H10 -2.869 -2.032 -0.546
O1 2.553 4.460 5.228
H11 1.948 3.966 4.806
H12 3.057 5.102 4.625

The highest occupied orbital energy is -8.847 eV. As for the structure (SMILES): NCCCN.O. The multiplicity is 1. The frontier orbital gap comes out at 9.8 eV.


Stability check: which of them is most stable? P.


P | This record from the OMol25 dataset describes a cluster of 2 separate species, C5H15NO in total. The level of theory is ωB97M-V/def2-TZVPD.

Cartesian coordinates (Å):
C1 -1.357 0.175 -0.535
C2 0.117 0.256 -0.110
C3 0.533 1.698 0.144
C4 0.440 2.538 -1.123
C5 1.948 1.677 0.745
N1 -2.157 -0.512 0.364
H1 -1.854 1.125 -0.734
H2 -1.397 -0.352 -1.516
H3 0.826 -0.250 -0.764
H4 0.254 -0.251 0.856
H5 -0.141 2.145 0.881
H6 0.923 3.500 -0.987
H7 0.910 2.096 -1.997
H8 -0.585 2.809 -1.348
H9 2.396 0.683 0.797
H10 2.671 2.190 0.094
H11 2.000 2.162 1.712
H12 -1.944 -1.453 0.680
H13 -3.114 -0.180 0.453
H14 -0.458 -4.629 0.313
H15 0.717 -4.586 1.247
O1 0.488 -4.832 0.339

The highest occupied orbital energy (spin up / spin down) is -14.427 / -14.427 eV. The multiplicity is 2. As for the expectation value of S²: 0.75. The frontier orbital gap (spin up / spin down) comes out at 10.8 / 6.0 eV. Its charge is +1.


Q | This record from the OMol25 dataset describes a cluster of 2 separate species, C5H15NO in total. The level of theory is ωB97M-V/def2-TZVPD.

Cartesian coordinates (Å):
C1 -1.933 -0.647 1.409
N1 -0.676 -0.639 0.710
C2 1.309 1.914 -1.205
C3 1.089 0.667 -0.375
C4 -0.411 0.284 -0.355
C5 -0.785 -0.447 -1.688
H1 -2.706 -1.135 0.816
H2 -2.195 0.375 1.650
H3 -1.819 -1.183 2.347
H4 -0.240 -1.565 0.604
H5 1.292 1.725 -2.281
H6 2.345 2.250 -1.073
H7 0.642 2.739 -0.944
H8 1.661 -0.171 -0.749
H9 1.431 0.882 0.642
H10 -1.043 1.156 -0.218
H11 -0.210 -0.038 -2.518
H12 -0.571 -1.512 -1.604
H13 -1.844 -0.321 -1.879
H14 0.961 -1.134 2.642
H15 2.101 -1.382 1.683
O1 1.601 -1.819 2.386

The highest occupied orbital energy (spin up / spin down) is -15.522 / -15.544 eV. The multiplicity is 2. As for the expectation value of S²: 0.75. The frontier orbital gap (spin up / spin down) comes out at 12.5 / 7.9 eV. Its charge is +1.


Stability check: which of them is most stable? Q.


P | This record from the OMol25 dataset describes a cluster of 2 separate species, C5H15NO in total. The level of theory is ωB97M-V/def2-TZVPD.

Cartesian coordinates (Å):
C1 1.461 0.896 -0.350
C2 0.764 -0.364 0.250
C3 -0.704 -0.331 -0.224
C4 -1.479 -1.171 0.806
C5 -0.914 -0.863 -1.652
N1 2.908 0.805 -0.354
H1 1.138 1.161 -1.354
H2 1.225 1.796 0.254
H3 0.932 -0.425 1.318
H4 1.316 -1.215 -0.181
H5 -1.003 0.712 -0.321
H6 -2.379 -0.693 1.197
H7 -1.792 -2.157 0.457
H8 -0.948 -1.489 1.707
H9 -0.854 -0.083 -2.408
H10 -0.145 -1.616 -1.892
H11 -1.832 -1.439 -1.730
H12 3.245 0.001 0.180
H13 3.309 0.958 -1.278
H14 -0.939 2.197 2.439
H15 -1.863 1.217 1.525
O1 -1.446 2.102 1.613

The highest occupied orbital energy (spin up / spin down) is -14.637 / -14.621 eV. The multiplicity is 2. As for the expectation value of S²: 0.75. The frontier orbital gap (spin up / spin down) comes out at 11.2 / 6.0 eV. Its charge is +1.


Q | This record from the OMol25 dataset describes a cluster of 2 separate species, C5H15NO in total. The level of theory is ωB97M-V/def2-TZVPD.

Cartesian coordinates (Å):
C1 -1.342 1.359 0.193
N1 -0.703 0.074 -0.075
C2 0.639 -0.028 0.411
C3 0.031 -0.118 -2.416
C4 -1.027 -0.482 -1.397
C5 -1.149 -2.046 -1.273
H1 -1.114 1.994 -0.664
H2 -2.417 1.244 0.340
H3 -0.909 1.819 1.074
H4 0.642 0.023 1.500
H5 1.257 0.816 0.082
H6 1.084 -0.973 0.110
H7 -0.286 -0.466 -3.395
H8 0.997 -0.552 -2.155
H9 0.153 0.956 -2.614
H10 -2.022 -0.131 -1.620
H11 -2.066 -2.320 -1.775
H12 -0.309 -2.519 -1.772
H13 -1.127 -2.381 -0.235
H14 2.661 0.789 4.897
H15 3.895 1.335 5.639
O1 3.113 1.609 5.143

The highest occupied orbital energy (spin up / spin down) is -13.748 / -13.748 eV. The multiplicity is 2. As for the expectation value of S²: 0.75. The frontier orbital gap (spin up / spin down) comes out at 11.0 / 6.6 eV. Its charge is +1.


Stability check: which of them is most stable? Q.


P | This record from the OMol25 dataset describes a cluster of 2 separate species, H3PS4 in total. The level of theory is ωB97M-V/def2-TZVPD.

Cartesian coordinates (Å):
P1 0.421 -0.602 -0.230
S1 1.492 0.246 -1.655
S2 -2.500 1.293 -1.207
S3 1.542 -2.310 0.360
S4 0.703 0.802 1.383
H1 -1.703 2.283 -0.827
H2 0.554 -2.967 1.015
H3 -0.510 1.253 1.162

The highest occupied orbital energy (spin up / spin down) is -9.005 / -9.036 eV. The multiplicity is 1. The frontier orbital gap (spin up / spin down) comes out at 6.3 / 6.3 eV.


Q | This record from the OMol25 dataset describes an isolated molecule of H3PS4. The level of theory is ωB97M-V/def2-TZVPD.

Cartesian coordinates (Å):
S1 -0.048 -1.689 1.321
P1 0.152 -0.165 0.129
S2 -0.273 -0.571 -1.896
S3 -1.146 1.470 0.535
S4 1.970 0.761 0.076
H1 -0.165 -2.028 -1.831
H2 -2.360 0.883 0.368
H3 1.870 1.339 1.299

The highest occupied orbital energy is -9.022 eV. As for the structure (SMILES): S=P(S)(S)S. The multiplicity is 1. The frontier orbital gap comes out at 9.1 eV.


Stability check: which of them is most stable? Q.


P | This record from the OMol25 dataset describes the ion C5H10NO2 with charge -1. The level of theory is ωB97M-V/def2-TZVPD.

Cartesian coordinates (Å):
C1 -0.962 2.590 0.162
C2 -0.972 1.145 0.674
C3 -0.090 0.213 -0.177
N1 0.772 -0.594 0.684
C4 1.475 -1.607 -0.107
C5 0.539 -2.603 -0.867
O1 -0.508 -2.893 -0.240
O2 0.925 -2.964 -1.994
H1 0.069 2.953 0.186
H2 -1.353 2.663 -0.851
H3 -1.535 3.218 0.827
H4 -2.006 0.803 0.700
H5 -0.549 1.113 1.671
H6 0.538 0.841 -0.812
H7 -0.691 -0.434 -0.820
H8 0.133 -1.125 1.273
H9 2.104 -2.227 0.523
H10 2.112 -1.092 -0.832

The highest occupied orbital energy is -3.766 eV. As for the structure (SMILES): CCCNCC(=O)[O-]. The multiplicity is 1. The frontier orbital gap comes out at 7.4 eV. Its charge is -1.


Q | This record from the OMol25 dataset describes a structure of composition C5H10NO2. The level of theory is ωB97M-V/def2-TZVPD.

Cartesian coordinates (Å):
C1 0.603 1.400 -0.978
O1 0.888 0.262 -1.746
C2 -0.787 1.223 -0.359
C3 -0.914 0.380 0.942
C4 0.282 -0.511 1.153
C5 0.421 -1.882 0.453
N1 0.048 -1.734 -0.844
O2 0.734 -2.944 0.998
H1 0.598 2.336 -1.550
H2 1.311 1.584 -0.160
H3 -1.526 0.740 -1.014
H4 -1.190 2.209 -0.193
H5 -1.110 0.983 1.831
H6 -1.858 -0.176 0.916
H7 0.296 -0.734 2.235
H8 1.235 -0.022 0.971
H9 0.453 -2.521 -1.355
H10 0.516 -0.593 -1.300

The highest occupied orbital energy is -3.759 eV. The multiplicity is 1. The frontier orbital gap comes out at 7.9 eV. Its charge is -1.


R | This record from the OMol25 dataset describes the ion C5H10NO2 with charge -1. The level of theory is ωB97M-V/def2-TZVPD.

Cartesian coordinates (Å):
C1 -0.940 1.668 -0.624
C2 -1.409 1.275 0.753
O1 -2.120 2.141 1.292
N1 -1.028 0.168 1.400
C3 -0.290 -0.871 0.655
C4 1.265 -0.812 0.499
C5 1.502 -1.149 -1.171
O2 0.582 -1.919 -1.708
H1 -0.261 2.515 -0.497
H2 -1.787 2.177 -1.087
H3 -0.510 0.986 -1.349
H4 -1.598 -0.270 2.100
H5 -0.668 -0.958 -0.360
H6 -0.435 -1.847 1.147
H7 1.659 0.194 0.677
H8 1.890 -1.533 1.018
H9 1.594 -0.155 -1.615
H10 2.554 -1.612 -1.129

The highest occupied orbital energy is -2.766 eV. As for the structure (SMILES): CC(=O)NCCC[O-]. The multiplicity is 1. The frontier orbital gap comes out at 6.6 eV. Its charge is -1.


S | This record from the OMol25 dataset describes a structure of composition C5H10NO2. The level of theory is ωB97M-V/def2-TZVPD.

Cartesian coordinates (Å):
C1 1.430 2.934 1.003
C2 1.248 1.562 0.334
N1 2.283 1.250 -0.646
C3 0.623 -1.796 -0.752
C4 -0.544 -1.037 -1.015
C5 -1.670 -1.104 0.041
O1 -2.828 -1.040 -0.376
O2 -1.259 -1.370 1.190
H1 2.415 2.880 1.479
H2 1.684 3.545 0.130
H3 0.601 3.305 1.597
H4 0.350 1.620 -0.357
H5 0.957 0.712 0.971
H6 3.011 0.745 -0.125
H7 0.661 -2.503 0.066
H8 0.533 -0.596 -0.443
H9 1.348 -2.055 -1.509
H10 -0.865 -0.665 -1.982

The highest occupied orbital energy is -2.497 eV. The multiplicity is 1. The frontier orbital gap comes out at 5.0 eV. Its charge is -1.


Stability check: which of them is most stable? P.


P | This record from the OMol25 dataset describes a structure of composition C5H10S. The level of theory is ωB97M-V/def2-TZVPD.

Cartesian coordinates (Å):
C1 1.066 -1.827 -0.710
C2 0.931 -0.372 -0.324
C3 1.254 -0.542 1.276
C4 0.689 0.875 -1.089
C5 -0.495 0.182 -0.463
H1 2.116 -2.398 -0.297
H2 1.022 -2.161 -1.750
H3 0.072 -2.226 -0.080
H4 0.957 0.309 1.886
H5 2.373 -0.322 1.319
H6 0.756 -1.669 1.386
H7 1.285 1.759 -0.372
H8 0.826 0.584 -2.077
H9 -1.081 -0.339 -1.268
H10 -2.617 1.217 -0.770
S1 -1.648 0.960 0.618

The highest occupied orbital energy is -8.648 eV. The multiplicity is 1. The frontier orbital gap comes out at 8.8 eV.


Q | This record from the OMol25 dataset describes an isolated molecule of C5H10S. The level of theory is ωB97M-V/def2-TZVPD.

Cartesian coordinates (Å):
C1 2.559 -1.157 -1.395
C2 1.469 -0.653 -0.500
C3 0.199 -0.568 -0.804
C4 -1.032 -0.074 0.023
S1 -1.007 1.638 0.460
C5 -2.198 1.605 1.829
H1 3.560 -0.720 -1.141
H2 2.669 -2.234 -1.326
H3 2.343 -0.880 -2.433
H4 1.793 -0.350 0.516
H5 -0.048 -0.587 -1.867
H6 -1.172 -0.625 0.967
H7 -1.887 -0.106 -0.580
H8 -2.130 2.484 2.460
H9 -1.920 0.699 2.398
H10 -3.199 1.527 1.395

The highest occupied orbital energy is -8.313 eV. As for the structure (SMILES): C/C=C/CSC. The multiplicity is 1. The frontier orbital gap comes out at 9.4 eV.


R | This record from the OMol25 dataset describes an isolated molecule of C5H10S. The level of theory is ωB97M-V/def2-TZVPD.

Cartesian coordinates (Å):
C1 1.292 -1.916 -0.582
S1 0.437 -0.582 -1.385
C2 -0.070 0.242 0.123
C3 -0.502 1.736 0.098
C4 -0.865 1.465 1.647
C5 -0.994 -0.066 1.334
H1 0.627 -2.727 -0.223
H2 2.149 -2.412 -1.263
H3 1.847 -1.468 0.202
H4 0.871 0.242 0.741
H5 0.243 2.528 0.015
H6 -1.406 1.931 -0.494
H7 -0.030 1.595 2.352
H8 -1.754 1.994 1.951
H9 -0.642 -0.751 2.120
H10 -2.070 -0.377 1.055

The highest occupied orbital energy is -8.431 eV. As for the structure (SMILES): CSC1CCC1. The multiplicity is 1. The frontier orbital gap comes out at 9.5 eV.


S | This record from the OMol25 dataset describes an isolated molecule of C5H10S. The level of theory is ωB97M-V/def2-TZVPD.

Cartesian coordinates (Å):
C1 2.190 1.488 1.582
S1 1.000 0.064 1.737
C2 0.595 -0.010 -0.015
C3 -0.545 -0.525 -0.501
C4 -0.946 -0.537 -1.958
C5 -1.706 -1.000 0.372
H1 3.210 1.069 1.304
H2 1.891 2.094 0.747
H3 2.239 2.049 2.514
H4 1.372 0.326 -0.773
H5 -0.104 -0.217 -2.496
H6 -1.775 0.070 -2.163
H7 -1.319 -1.529 -2.340
H8 -2.657 -0.486 0.139
H9 -1.825 -2.127 0.357
H10 -1.619 -0.731 1.495

The highest occupied orbital energy is -8.035 eV. As for the structure (SMILES): CSC=C(C)C. The multiplicity is 1. The frontier orbital gap comes out at 9.0 eV.


Stability check: which of them is most stable? S.